(1)
DFT (ωB97M-V/def2-TZVPD) results for 2 unconnected molecules or ions with the total composition C4H9N2PS.

Properties
Molar mass, g mol⁻¹: 148.2
Electronic energy, eV: -27391.96178
Frontier orbital gap (spin up / spin down), eV: 6.80 / 6.80

Last column: natural (NBO) charge in e.
Cartesian coordinates (Å):
C (3.745, 1.220, 0.119)  -0.93
C (-1.304, -0.412, -1.132)  -0.04
C (-1.790, 0.785, 0.955)  -0.41
C (0.023, -2.109, 0.236)  0.01
N (-0.849, 0.245, -0.005)  -0.20
N (-0.801, -1.160, 0.022)  -0.27
P (2.184, 0.603, 0.154)  0.52
S (2.558, -1.294, -0.210)  -0.60
H (3.711, 2.319, 0.240)  0.20
H (4.626, 0.783, -0.264)  0.21
H (-2.311, -0.353, -1.182)  0.18
H (-0.703, -0.466, -2.112)  0.22
H (-1.778, 1.833, 0.915)  0.22
H (-2.732, 0.419, 0.721)  0.17
H (-1.442, 0.407, 2.003)  0.23
H (0.619, -2.354, 1.180)  0.26
H (0.188, -2.935, -0.405)  0.22

***

(2)
DFT (ωB97M-V/def2-TZVPD) results for a gas-phase ion, C4H9N2S (charge +1).

Properties
Molar mass, g mol⁻¹: 117.2
Electronic energy, eV: -18098.52959
Frontier orbital gap, eV: 8.42
Charge: +1

Last column: natural (NBO) charge in e.
Cartesian coordinates (Å):
C (1.116, -0.479, -1.765)  -0.41
C (-1.156, -0.581, -0.371)  -0.10
C (-2.390, -0.300, 0.275)  -0.76
C (1.534, 1.057, 1.471)  -0.49
N (1.595, 0.207, -0.644)  -0.09
N (0.929, 0.434, 0.350)  -0.05
S (-0.678, -0.302, -1.986)  0.51
H (1.416, -0.172, -2.707)  0.26
H (1.438, -1.602, -1.866)  0.29
H (-0.672, -1.348, 0.322)  0.24
H (-3.005, -1.135, 0.516)  0.30
H (-2.963, 0.550, -0.171)  0.25
H (-2.355, 0.081, 1.252)  0.30
H (2.607, 1.165, 1.508)  0.24
H (1.593, 0.388, 2.336)  0.26
H (0.992, 2.037, 1.481)  0.25

***

(3)
DFT (ωB97M-V/def2-TZVPD) results for 2 unconnected molecules or ions with the total composition C4H9N2S.

Properties
Molar mass, g mol⁻¹: 117.2
Electronic energy, eV: -18098.49065
Frontier orbital gap (spin up / spin down), eV: 6.77 / 7.03
Charge: +1

Last column: natural (NBO) charge in e.
Cartesian coordinates (Å):
C (2.537, 0.218, 0.149)  0.40
C (0.117, 0.366, -0.353)  -0.15
C (-3.001, 0.518, 0.286)  -0.74
C (-2.289, -0.709, -0.108)  -0.03
N (3.623, -0.560, -0.054)  -0.70
N (1.381, -0.164, -0.353)  -0.60
S (-0.158, 1.933, -0.098)  0.05
H (2.512, 1.243, 0.580)  0.27
H (-2.763, 1.329, -0.428)  0.28
H (-2.856, 0.966, 1.226)  0.25
H (-4.102, 0.303, 0.146)  0.28
H (-2.458, -1.175, -0.984)  0.18
H (-1.746, -1.308, 0.745)  0.22
H (4.398, -0.418, 0.568)  0.43
H (3.541, -1.499, -0.431)  0.43
H (1.264, -1.044, -0.892)  0.43

***

(4)
DFT (ωB97M-V/def2-TZVPD) results for 2 unconnected molecules or ions with the total composition C4H9N2S2.

Properties
Molar mass, g mol⁻¹: 149.3
Electronic energy, eV: -28933.64157
Frontier orbital gap (spin up / spin down), eV: 7.71 / 7.71
Charge: +1

Last column: natural (NBO) charge in e.
Cartesian coordinates (Å):
C (-0.721, 2.243, 1.393)  0.00
C (-0.087, -1.897, 0.393)  -0.49
C (1.327, -0.220, -0.845)  -0.44
C (-1.366, -0.005, -1.263)  -0.68
N (-0.024, 1.208, 1.531)  -0.68
N (0.915, -1.716, -0.589)  -0.53
S (-1.562, -0.997, 0.010)  0.71
S (0.093, 0.437, -2.026)  0.44
H (-0.396, 2.978, 0.594)  0.17
H (-1.773, 2.477, 1.778)  0.18
H (0.273, -1.681, 1.450)  0.24
H (-0.340, 0.581, 2.289)  0.35
H (1.262, 0.124, 0.170)  0.28
H (2.210, 0.145, -1.389)  0.27
H (-2.369, 0.432, -1.589)  0.31
H (1.820, -2.078, -0.394)  0.45
H (0.739, -2.029, -1.514)  0.44

***

(5)
DFT (ωB97M-V/def2-TZVPD) results for a gas-phase ion, C4H9N2Se (charge +1).

Properties
Molar mass, g mol⁻¹: 164.1
Electronic energy, eV: -72611.05716
Frontier orbital gap, eV: 9.16
Charge: +1
SMILES: C[N@@H+]1CC=N[C@H]1[SeH]

Last column: natural (NBO) charge in e.
Cartesian coordinates (Å):
C (-1.578, 0.923, -0.178)  0.13
C (-0.975, -0.043, 0.764)  -0.33
C (0.578, 1.123, -0.406)  -0.01
C (0.863, -1.259, -0.716)  -0.39
N (-0.688, 1.539, -0.862)  -0.37
N (0.433, -0.187, 0.317)  -0.38
Se (1.389, 2.653, 0.875)  0.08
H (-2.584, 1.018, -0.122)  0.22
H (-1.034, 0.328, 1.801)  0.27
H (-1.692, -0.955, 0.661)  0.27
H (1.479, 1.135, -1.060)  0.26
H (1.898, -1.389, -0.521)  0.24
H (0.294, -2.181, -0.694)  0.25
H (0.789, -0.810, -1.644)  0.23
H (0.918, -0.346, 1.114)  0.44
H (0.321, 3.278, 1.431)  0.08

***

(6)
DFT (ωB97M-V/def2-TZVPD) results for a gas-phase ion, C4H9N2Se (charge +1).

Properties
Molar mass, g mol⁻¹: 164.1
Electronic energy, eV: -72611.55157
Frontier orbital gap, eV: 7.90
Charge: +1
SMILES: CNCC=[N+]=C[SeH]

Last column: natural (NBO) charge in e.
Cartesian coordinates (Å):
C (0.652, -0.449, -0.821)  0.26
C (-0.689, 0.129, -1.191)  -0.29
C (2.241, -1.038, 0.971)  -0.01
C (-2.070, 0.486, 0.798)  -0.42
N (1.242, -0.641, 0.274)  -0.34
N (-1.404, 1.051, -0.357)  -0.61
Se (3.814, -0.128, 1.261)  0.36
H (1.115, -0.888, -1.708)  0.22
H (-0.545, 0.583, -2.178)  0.25
H (-1.258, -0.813, -1.368)  0.23
H (2.098, -1.919, 1.595)  0.26
H (-2.795, -0.295, 0.529)  0.18
H (-1.327, 0.060, 1.474)  0.19
H (-2.596, 1.287, 1.315)  0.23
H (-2.026, 1.630, -0.901)  0.39
H (3.548, 0.945, 0.309)  0.11

***

(7)
DFT (ωB97M-V/def2-TZVPD) results for a molecular structure, C4H9N3.

Properties
Molar mass, g mol⁻¹: 99.1
Electronic energy, eV: -8759.12477
Frontier orbital gap, eV: 8.25

Last column: natural (NBO) charge in e.
Cartesian coordinates (Å):
C (-1.094, 1.060, 1.728)  -0.22
C (-1.087, 0.072, 0.771)  0.26
C (1.327, -0.471, -1.337)  -0.62
C (1.120, -0.836, 0.092)  -0.23
N (-2.470, 1.437, 1.439)  -0.44
N (-2.354, 0.611, 0.268)  -0.45
N (-0.259, -0.957, 0.393)  -0.57
H (-0.584, 1.458, 2.529)  0.20
H (1.046, 0.578, -1.763)  0.22
H (2.306, -0.592, -1.696)  0.22
H (0.658, -1.071, -1.909)  0.19
H (1.374, -1.930, 0.332)  0.20
H (1.750, -0.186, 0.720)  0.22
H (-2.488, 2.420, 1.121)  0.34
H (-3.162, -0.088, 0.215)  0.35
H (-0.843, -1.411, -0.747)  0.33

***

(8)
DFT (ωB97M-V/def2-TZVPD) results for 2 unconnected molecules or ions with the total composition C4H9N3.

Properties
Molar mass, g mol⁻¹: 99.1
Electronic energy, eV: -8759.64914
Frontier orbital gap, eV: 8.84
SMILES: [H]/N=C1/CNN1.C=C

Last column: natural (NBO) charge in e.
Cartesian coordinates (Å):
C (-0.628, -2.512, 0.782)  -0.28
C (-0.411, -0.992, 1.040)  0.42
C (0.236, 2.431, -1.407)  -0.41
C (1.525, 2.046, -1.576)  -0.37
N (-1.287, -2.439, 2.145)  -0.49
N (-0.867, -1.119, 2.349)  -0.50
N (0.530, -0.347, 0.500)  -0.65
H (-1.339, -2.912, 0.026)  0.21
H (0.318, -3.057, 0.769)  0.21
H (-0.409, 2.843, -0.592)  0.21
H (-0.488, 1.991, -2.225)  0.18
H (1.960, 1.497, -2.419)  0.21
H (2.205, 2.370, -0.797)  0.18
H (-1.194, -2.993, 2.921)  0.36
H (-1.429, -0.460, 2.912)  0.38
H (0.636, 0.551, 0.941)  0.33

***

(9)
DFT (ωB97M-V/def2-TZVPD) results for C4H9N3 in the gas phase.

Properties
Molar mass, g mol⁻¹: 99.1
Electronic energy, eV: -8761.66827
Frontier orbital gap, eV: 9.66
SMILES: [H]/N=N/[C@@](C)(N)C=C

Last column: natural (NBO) charge in e.
Cartesian coordinates (Å):
C (-1.005, 1.163, 0.496)  -0.61
N (0.761, -0.387, -1.782)  -0.34
C (-0.507, -0.199, 0.019)  0.14
N (-1.446, -1.228, 0.394)  -0.82
C (0.932, -0.513, 0.500)  -0.17
C (1.950, 0.350, 0.587)  -0.39
N (-0.428, -0.166, -1.444)  -0.13
H (0.885, -0.261, -2.798)  0.32
H (-2.386, -0.986, 0.101)  0.37
H (-1.200, -2.120, -0.020)  0.36
H (1.004, -1.478, 0.984)  0.20
H (-1.951, 1.397, 0.010)  0.21
H (-0.297, 1.946, 0.244)  0.22
H (-1.130, 1.120, 1.576)  0.23
H (2.859, 0.093, 1.105)  0.20
H (1.958, 1.270, 0.026)  0.19

***

(10)
DFT (ωB97M-V/def2-TZVPD) results for C4H9N3 in the gas phase.

Properties
Molar mass, g mol⁻¹: 99.1
Electronic energy, eV: -8761.54330
Frontier orbital gap, eV: 7.24

Last column: natural (NBO) charge in e.
Cartesian coordinates (Å):
C (-0.890, 0.552, -1.572)  -0.44
N (-0.293, -0.034, -0.394)  -0.37
C (0.947, -0.176, -0.018)  0.52
N (2.037, -0.154, -0.804)  -0.78
C (-0.976, -0.344, 0.974)  0.23
C (0.787, -0.437, 1.414)  -0.60
N (-1.737, 0.630, 1.416)  -0.95
H (1.972, -0.062, -1.805)  0.40
H (2.949, -0.136, -0.385)  0.41
H (-2.526, 0.264, 1.940)  0.33
H (-1.306, -1.392, 0.944)  0.14
H (-1.808, 1.034, -1.234)  0.26
H (-0.234, 1.307, -2.012)  0.20
H (-1.126, -0.209, -2.321)  0.20
H (1.313, -1.299, 1.829)  0.21
H (0.890, 0.454, 2.027)  0.25